--- A ---
C3H8BrN2 | the ωB97M-V functional and the def2-TZVPD basis

Each line ends with the Mulliken charge.
CARTESIAN COORDINATES (ANGSTROEM)
C: 0.870 1.943 0.988  -0.918
C: 0.948 -0.216 -0.110  0.529
N: 0.368 0.646 0.665  -0.288
H: -0.614 0.738 0.765  0.299
H: -0.509 -2.974 0.059  0.302
H: -0.637 -1.385 1.065  0.344
N: 0.360 -1.222 -0.649  -0.115
H: -1.636 -1.678 -0.412  0.299
H: 1.899 2.058 1.207  0.335
H: 0.213 2.375 1.690  0.313
Br: 3.244 -0.018 -0.195  -0.061
C: -0.657 -1.892 0.132  -0.794
H: 0.691 2.534 0.069  0.408
H: 1.028 -1.826 -1.146  0.346

## Properties
HOMO energy ... -15.17 eV
Total charge ... +1
Lowest unoccupied orbital energy ... -6.0 eV

***

--- B ---
C3H8BrN2 | the ωB97M-V functional and the def2-TZVPD basis

Each line ends with the Mulliken charge.
CARTESIAN COORDINATES (ANGSTROEM)
C: -0.607 1.190 0.057  -0.438
C: 0.976 -1.890 -0.450  -0.448
H: 2.044 -0.293 0.527  0.245
N: -0.011 -0.209 1.084  -0.263
H: 0.288 0.112 1.913  0.305
H: -0.270 0.635 -1.929  0.270
H: 1.851 -2.219 -0.823  0.488
H: -1.880 0.385 -1.353  0.271
N: -0.912 0.763 -1.154  -0.278
C: 0.995 -0.815 0.331  -0.174
H: -1.370 1.594 0.789  0.347
H: 0.189 1.884 0.163  0.378
Br: -0.611 -2.902 -0.825  -0.104
H: -0.940 -0.664 1.315  0.400

## Properties
HOMO energy ... -13.67 eV
Total charge ... +1
Lowest unoccupied orbital energy ... -3.3 eV

***

Unit: eV. Relative energies: A 0.156; B 0.000.

***

--- A ---
C6H12O2 | the ωB97M-V functional and the def2-TZVPD basis

Each line ends with the Mulliken charge.
CARTESIAN COORDINATES (ANGSTROEM)
H: -1.474 0.599 -1.815  0.350
O: 2.553 1.536 0.151  -0.757
H: 0.809 1.145 -1.415  0.236
H: -1.258 -2.101 0.860  0.338
H: -0.785 2.120 0.236  0.278
O: 1.890 -1.187 -1.069  -0.491
C: -0.241 1.227 0.542  -0.691
H: -2.779 0.114 -0.743  0.369
H: 0.056 1.310 1.588  0.293
H: -1.781 -1.119 -1.515  0.337
C: 1.328 -0.443 -0.082  0.101
H: -2.194 -0.825 1.634  0.396
H: 2.605 -1.720 -0.697  0.378
H: -0.501 -1.053 2.069  0.347
C: -0.827 -0.103 0.139  0.973
C: -1.201 -1.074 1.231  -1.496
C: -1.751 -0.130 -1.050  -1.503
H: 1.539 -0.746 0.938  0.303
H: 3.119 1.582 -0.633  0.241
C: 0.889 0.869 -0.370  -0.001

## Properties
HOMO energy ... -7.28 eV
Lowest unoccupied orbital energy ... 0.7 eV

***

--- B ---
C6H12O2 | the ωB97M-V functional and the def2-TZVPD basis

Each line ends with the Mulliken charge.
CARTESIAN COORDINATES (ANGSTROEM)
H: -1.570 -3.372 0.578  0.273
H: 2.748 1.525 -1.130  0.334
H: -1.970 -1.634 0.691  0.185
H: 2.856 2.829 -1.864  0.297
O: 2.220 2.298 -1.366  -0.611
C: -1.253 -2.367 0.335  -0.660
H: -0.327 0.907 2.336  0.307
C: -0.097 -2.056 -0.223  -0.255
H: 0.540 -2.868 -0.558  0.329
H: 1.860 -0.731 1.166  0.258
C: 1.327 -0.148 0.419  -1.181
C: 0.377 -0.650 -0.355  0.443
C: -0.371 0.231 -1.320  -0.023
H: 0.058 0.225 -2.314  0.335
H: -1.646 0.494 2.926  0.313
H: -1.797 0.776 0.072  0.111
H: -2.042 1.538 -1.582  0.299
C: -1.471 0.867 -0.957  -0.712
H: 1.673 0.872 0.386  0.606
O: -1.115 1.263 2.762  -0.648

## Properties
HOMO energy ... -9.54 eV
Lowest unoccupied orbital energy ... 0.7 eV

***

--- C ---
C6H12O2 | the ωB97M-V functional and the def2-TZVPD basis

Each line ends with the Mulliken charge.
CARTESIAN COORDINATES (ANGSTROEM)
O: -1.699 -0.382 1.511  -0.514
C: 2.153 0.454 -0.112  -0.339
H: 0.554 -0.887 0.633  0.353
C: -2.962 1.101 0.185  -0.877
H: -0.879 -0.524 1.964  0.349
C: -1.757 0.572 0.534  0.582
H: 4.041 0.447 1.272  0.248
H: 2.781 -0.782 1.518  0.387
H: -3.781 0.944 0.913  0.220
H: 2.123 0.001 -1.220  0.161
C: 0.662 0.150 0.237  -0.241
H: -0.693 -2.305 -2.888  0.300
C: 3.274 -0.285 0.738  -1.141
H: 3.753 -1.017 0.234  0.363
C: -0.382 0.967 0.049  -0.527
H: 2.343 1.489 -0.121  0.374
H: 0.868 -2.097 -2.779  0.310
H: -3.232 1.664 -0.736  0.276
H: -0.479 1.919 -0.448  0.325
O: 0.033 -1.694 -2.527  -0.609

## Properties
HOMO energy ... -8.16 eV
Lowest unoccupied orbital energy ... 0.7 eV

***

Unit: eV. Relative energies: A 1.774; B 0.000; C 0.247.

***

--- A ---
C3H4S | the ωB97M-V functional and the def2-TZVPD basis

Each line ends with the Mulliken charge.
CARTESIAN COORDINATES (ANGSTROEM)
S: 2.197 -0.466 -0.030  -0.248
H: -1.960 -0.947 -0.095  0.236
H: -1.004 1.264 -0.115  0.246
H: 1.263 1.740 0.121  0.278
C: 1.051 0.670 0.008  -0.159
C: -0.370 0.364 -0.034  0.007
C: -0.875 -0.858 -0.005  -0.621
H: -0.302 -1.766 0.151  0.261

## Properties
HOMO energy ... -8.79 eV
Lowest unoccupied orbital energy ... -0.8 eV

***

--- B ---
C3H4S | the ωB97M-V functional and the def2-TZVPD basis

Each line ends with the Mulliken charge.
CARTESIAN COORDINATES (ANGSTROEM)
H: -1.295 -1.033 -1.618  0.327
C: -1.775 -0.007 0.440  -0.096
C: -1.594 -0.661 -0.571  -0.507
H: 2.159 0.206 0.738  0.169
H: 0.143 0.290 -1.668  0.277
S: 1.900 -0.765 -0.073  -0.045
C: 0.711 0.277 -0.713  -0.475
H: -1.607 0.679 1.245  0.350

## Properties
HOMO energy ... -7.97 eV
Lowest unoccupied orbital energy ... 0.1 eV

***

Unit: eV. Relative energies: A 0.000; B 5.116.